Record 1
A cluster of 2 separate species, C2F4N2O2S in total, computed with ωB97M-V with the def2-TZVPD basis set.

Each line ends with the natural charge from an NBO analysis.
Atoms and positions in Å:
C (-2.59, 0.38, 0.18)  0.953
C (2.54, 0.47, 0.28)  0.946
N (-1.27, 0.61, 0.04)  -0.745
N (1.22, 0.62, 0.21)  -0.762
O (-3.39, 1.20, 0.10)  -0.459
O (3.25, 1.23, 0.84)  -0.462
F (-2.86, -0.93, 0.41)  -0.308
F (2.96, -0.71, -0.29)  -0.322
F (0.16, -0.09, -1.97)  -0.428
F (-0.04, -2.61, 0.51)  -0.472
S (0.01, -0.17, -0.31)  2.058

## Properties
energy above the lowest of the compared OMol25 structures with the same formula, charge and spin: 39.1 kcal/mol
HOMO (spin up / spin down): -0.4576 / -0.4594 Eh
spin multiplicity: 1
frontier orbital gap (spin up / spin down): 6.6 / 6.7 eV
LUMO energy (spin up / spin down): -5.84 / -5.85 eV

=====

Record 2
A cluster of 2 separate species, C2H4ClF in total, computed with ωB97M-V with the def2-TZVPD basis set.

Each line ends with the natural charge from an NBO analysis.
Atoms and positions in Å:
C (-0.13, -1.00, 0.55)  0.102
C (0.18, 0.94, -0.60)  -0.448
F (1.03, -1.64, 0.30)  -0.351
Cl (-1.11, 1.90, 0.03)  -0.036
H (-0.95, -1.45, 0.03)  0.162
H (-0.21, -0.69, 1.58)  0.164
H (1.15, 1.27, -0.27)  0.204
H (0.04, 0.66, -1.63)  0.203

## Properties
energy above the lowest of the compared OMol25 structures with the same formula, charge and spin: 67.7 kcal/mol
HOMO: -0.3229 Eh
spin multiplicity: 1
frontier orbital gap: 9.6 eV
LUMO energy: 0.77 eV

=====

Record 3
The molecule C7H8N2OS, computed with ωB97M-V with the def2-TZVPD basis set.

Each line ends with the natural charge from an NBO analysis.
Atoms and positions in Å:
C (-0.10, -0.83, 2.21)  -0.286
C (-2.28, 0.60, 0.60)  0.138
C (0.40, -0.56, 0.87)  0.149
C (-3.53, 1.17, 0.66)  0.244
C (1.91, -0.72, 0.78)  -0.460
C (2.43, -0.12, 2.07)  -0.546
C (-1.98, -0.17, -1.69)  -0.423
N (-0.21, -0.22, -0.20)  -0.239
N (-1.54, 0.07, -0.31)  -0.197
O (-4.59, 0.82, 1.12)  -0.581
S (1.10, -0.58, 3.30)  0.489
H (-3.35, 2.26, 0.39)  0.118
H (2.16, -1.79, 0.73)  0.229
H (2.29, -0.23, -0.11)  0.245
H (3.38, -0.50, 2.43)  0.232
H (2.45, 0.97, 2.03)  0.226
H (-2.83, -0.86, -1.67)  0.222
H (-2.30, 0.77, -2.15)  0.212
H (-1.15, -0.60, -2.24)  0.229

## Properties
energy above the lowest of the compared OMol25 structures with the same formula, charge and spin: 141.4 kcal/mol
HOMO: -0.3030 Eh
spin multiplicity: 1
frontier orbital gap: 7.0 eV
LUMO energy: -1.22 eV

=====

Record 4
A structure of composition C11H18N3O6PPm, computed with ωB97M-V with the def2-TZVPD basis set.

Each line ends with the Löwdin spin population.
Atoms and positions in Å:
O (-0.29, -0.26, -6.20)  0.000
C (-0.29, -0.26, -5.08)  -0.011
Pm (-0.29, -0.26, -2.61)  4.040
O (1.72, -2.83, -2.98)  0.008
C (1.02, -1.93, -2.99)  -0.004
C (-1.60, 1.41, -3.00)  -0.004
O (-2.29, 2.30, -2.98)  0.007
C (-1.96, -1.57, -3.00)  -0.004
O (-2.85, -2.27, -2.98)  0.009
C (1.38, 1.05, -3.00)  -0.004
O (2.27, 1.74, -2.98)  0.007
C (2.76, 0.32, 0.10)  0.000
N (1.74, -0.53, 0.89)  0.000
C (2.29, -0.63, 2.30)  0.000
P (0.14, -0.10, 0.76)  -0.001
O (-0.41, -0.42, -0.58)  -0.031
N (-0.79, -1.01, 1.78)  -0.009
C (-2.32, -0.80, 1.65)  0.000
C (-0.58, -2.52, 1.60)  0.000
N (-0.03, 1.57, 1.05)  -0.001
C (-0.26, 1.99, 2.48)  0.000
C (-1.04, 2.36, 0.18)  0.000
H (3.79, 0.02, 0.26)  0.000
H (2.63, 1.34, 0.46)  0.000
H (2.53, 0.26, -0.96)  0.000
H (2.33, 0.38, 2.70)  0.000
H (1.63, -1.24, 2.88)  0.000
H (3.30, -1.04, 2.33)  0.000
H (-2.61, -1.08, 0.64)  0.000
H (-2.87, -1.42, 2.36)  0.000
H (-2.56, 0.23, 1.84)  0.000
H (-0.90, -2.78, 0.60)  0.000
H (0.45, -2.73, 1.74)  0.000
H (-1.17, -3.09, 2.32)  0.000
H (-0.19, 3.06, 2.64)  0.000
H (-1.27, 1.68, 2.78)  0.000
H (0.46, 1.49, 3.10)  0.000
H (-0.69, 2.36, -0.85)  0.000
H (-2.01, 1.83, 0.25)  0.000
H (-1.18, 3.39, 0.50)  0.000

## Properties
energy above the lowest of the compared OMol25 structures with the same formula, charge and spin: 165.5 kcal/mol
HOMO (spin up / spin down): -0.6884 / -0.6890 Eh
charge: +3
spin multiplicity: 5
frontier orbital gap (spin up / spin down): 4.3 / 4.5 eV
LUMO energy (spin up / spin down): -14.48 / -14.30 eV

=====

Record 5
The molecule C5H11NO, computed with ωB97M-V with the def2-TZVPD basis set.

Each line ends with the natural charge from an NBO analysis.
Atoms and positions in Å:
C (-0.81, 0.24, 2.15)  -0.604
C (0.25, -0.64, 1.36)  -0.403
C (0.81, 0.15, 0.20)  -0.396
C (-0.17, 0.18, -1.02)  -0.160
N (-0.44, -1.18, -1.47)  -0.825
C (0.43, 1.08, -2.07)  0.426
O (0.68, 0.68, -3.18)  -0.524
H (-1.33, -0.42, 2.85)  0.208
H (-0.28, 0.97, 2.75)  0.201
H (-1.56, 0.62, 1.46)  0.196
H (-0.26, -1.54, 1.04)  0.223
H (0.93, -0.89, 2.18)  0.205
H (1.01, 1.20, 0.41)  0.205
H (1.73, -0.35, -0.13)  0.207
H (-1.13, 0.60, -0.70)  0.207
H (-0.93, -1.12, -2.35)  0.368
H (0.42, -1.69, -1.66)  0.359
H (0.65, 2.13, -1.80)  0.109

## Properties
energy above the lowest of the compared OMol25 structures with the same formula, charge and spin: 27.7 kcal/mol
HOMO: -0.3501 Eh
spin multiplicity: 1
frontier orbital gap: 10.5 eV
LUMO energy: 1.01 eV
SMILES: CCC[C@H](N)C=O

=====

Record 6
The molecule C25H24N2O3, computed with ωB97M-V with the def2-TZVPD basis set.

Each line ends with the natural charge from an NBO analysis.
Atoms and positions in Å:
C (-5.50, -3.53, -0.30)  -0.253
O (-5.68, -2.14, -0.26)  -0.488
C (-4.58, -1.35, -0.12)  0.305
C (-3.27, -1.80, -0.01)  -0.265
C (-2.23, -0.90, 0.14)  -0.193
C (-2.48, 0.47, 0.18)  -0.140
C (-1.41, 1.48, 0.28)  0.473
N (-1.41, 2.38, -0.65)  -0.506
C (-0.48, 3.37, -0.63)  0.253
C (-0.47, 4.32, -1.66)  -0.238
C (0.46, 5.34, -1.65)  -0.177
C (1.40, 5.43, -0.62)  -0.232
C (1.40, 4.51, 0.40)  -0.138
C (0.47, 3.47, 0.40)  -0.228
C (0.45, 2.48, 1.47)  0.668
O (1.18, 2.49, 2.44)  -0.621
N (-0.52, 1.48, 1.32)  -0.422
C (-0.52, 0.47, 2.36)  -0.240
C (0.72, -0.43, 2.25)  -0.081
O (0.81, -0.88, 0.91)  -0.543
C (2.00, -1.41, 0.48)  0.361
C (3.01, -1.84, 1.32)  -0.305
C (4.17, -2.39, 0.79)  -0.195
C (4.34, -2.51, -0.58)  -0.039
C (5.59, -3.09, -1.17)  -0.622
C (3.32, -2.07, -1.41)  -0.192
C (2.15, -1.52, -0.91)  -0.061
C (1.06, -1.04, -1.82)  -0.628
C (-3.79, 0.92, 0.04)  -0.138
C (-4.83, 0.03, -0.10)  -0.259
H (-6.50, -3.95, -0.42)  0.202
H (-4.88, -3.83, -1.15)  0.178
H (-5.05, -3.91, 0.62)  0.177
H (-3.05, -2.85, -0.04)  0.213
H (-1.22, -1.27, 0.21)  0.238
H (-1.20, 4.24, -2.45)  0.226
H (0.47, 6.07, -2.44)  0.215
H (2.12, 6.23, -0.62)  0.216
H (2.12, 4.55, 1.21)  0.234
H (-1.43, -0.11, 2.29)  0.230
H (-0.47, 0.98, 3.33)  0.236
H (1.61, 0.16, 2.51)  0.212
H (0.62, -1.27, 2.95)  0.179
H (2.91, -1.76, 2.39)  0.218
H (4.95, -2.72, 1.46)  0.207
H (6.26, -3.45, -0.39)  0.213
H (6.12, -2.34, -1.75)  0.217
H (5.35, -3.92, -1.83)  0.215
H (3.44, -2.15, -2.48)  0.204
H (1.42, -0.96, -2.84)  0.216
H (0.22, -1.74, -1.80)  0.217
H (0.68, -0.08, -1.49)  0.225
H (-3.98, 1.98, 0.04)  0.227
H (-5.85, 0.37, -0.20)  0.227

## Properties
energy above the lowest of the compared OMol25 structures with the same formula, charge and spin: 30.4 kcal/mol
HOMO: -0.3030 Eh
spin multiplicity: 1
frontier orbital gap: 8.9 eV
LUMO energy: 0.67 eV
SMILES: COc1ccc(-c2nc3ccccc3c(=O)n2CCOc2ccc(C)cc2C)cc1

=====

Record 7
A structure of composition C10H18BrFNO6P2PdTe, computed with ωB97M-V with the def2-TZVPD basis set.

Each line ends with the natural charge from an NBO analysis.
Atoms and positions in Å:
Pd (-0.09, -0.26, -0.11)  1.035
N (1.55, 2.87, 1.69)  -0.736
C (1.61, 1.49, 2.33)  -0.622
C (2.49, 1.56, 3.57)  -0.637
P (-0.20, 1.09, 2.85)  2.408
O (-0.97, 2.29, 2.12)  -1.099
O (-0.25, 1.24, 4.32)  -1.141
O (-0.57, -0.20, 2.18)  -1.213
P (2.33, 0.41, 0.98)  2.330
O (3.93, 0.61, 1.23)  -1.018
O (1.95, 1.19, -0.27)  -1.164
O (2.01, -1.04, 1.06)  -1.123
H (2.30, 3.47, 2.00)  0.402
H (0.61, 3.26, 1.89)  0.464
H (1.63, 2.67, 0.66)  0.480
H (2.01, 2.17, 4.34)  0.237
H (3.48, 1.93, 3.33)  0.198
H (2.59, 0.56, 3.99)  0.245
H (-1.24, 2.00, 1.13)  0.531
H (4.33, -0.26, 1.35)  0.507
Br (-0.13, -0.79, -6.91)  -0.019
C (-0.10, -0.68, -5.00)  -0.081
C (0.66, 0.28, -4.38)  -0.264
C (0.67, 0.35, -3.00)  -0.242
C (-0.07, -0.53, -2.20)  -0.290
C (-0.82, -1.49, -2.88)  -0.191
C (-0.85, -1.58, -4.27)  -0.291
H (1.25, 0.98, -4.98)  0.210
H (1.28, 1.10, -2.52)  0.228
H (-1.42, -2.20, -2.32)  0.180
H (-1.45, -2.33, -4.77)  0.208
C (-2.73, -3.79, -0.34)  -0.920
Te (-1.66, -2.37, 0.88)  0.667
C (-3.30, -1.02, 0.94)  -0.867
H (-3.70, -3.96, 0.14)  0.216
H (-2.17, -4.72, -0.35)  0.220
H (-2.89, -3.44, -1.36)  0.216
H (-3.82, -1.08, -0.02)  0.216
H (-2.89, -0.02, 1.06)  0.269
H (-3.97, -1.27, 1.76)  0.212
F (-1.38, 1.53, -0.13)  -0.761

## Properties
energy above the lowest of the compared OMol25 structures with the same formula, charge and spin: 4.5 kcal/mol
HOMO (spin up / spin down): -0.1481 / -0.2036 Eh
charge: -1
spin multiplicity: 3
frontier orbital gap (spin up / spin down): 6.4 / 7.8 eV
LUMO energy (spin up / spin down): 2.40 / 2.23 eV